No. 1
The following is a DFT calculation (wB97M-V/def2-TZVPD) of 2 unconnected molecules or ions with the total composition C12H12BrF6IN2O2 in a non-equilibrium geometry.

```
36
Properties=species:S:1:pos:R:3:forces:R:3
F -0.864613 -0.561104 1.774534 -0.776 0.960 -2.156
C -0.396294 0.173509 0.727662 0.440 0.377 -0.657
F -0.257311 -0.511688 -0.441508 0.583 0.210 2.465
C -0.109603 1.527127 0.792350 -0.186 0.167 1.194
F 1.206702 1.929663 0.686166 -1.716 -0.112 -1.637
C -1.194018 2.637612 1.018414 0.804 -1.012 0.973
C -2.351551 2.490556 -0.074649 0.324 0.477 0.150
C -3.524030 1.631552 0.443252 -1.227 1.006 2.818
C -4.149223 2.096988 1.729044 -1.718 -3.369 -1.669
C -5.252572 1.263938 2.180844 1.397 0.753 -0.511
C -5.656606 0.056877 1.439278 0.992 1.386 0.080
Br -7.100265 -1.050794 2.076512 1.237 0.871 -0.590
N -5.034919 -0.274143 0.302189 -1.508 0.318 2.139
N -4.072657 0.516253 -0.094862 2.132 1.288 -1.168
I -3.272751 -0.131741 -1.924863 -0.130 -0.182 -0.035
H -1.562176 2.492085 2.067049 -0.031 0.374 -0.825
H -0.730003 3.660027 0.978085 -0.327 -1.119 -0.097
H -2.768640 3.517010 -0.291556 0.211 -1.035 0.268
H -1.849844 2.146968 -1.005005 -0.723 0.012 0.646
H -3.787614 3.002265 2.256370 -0.404 -0.832 -0.442
H -5.782232 1.524377 3.125054 0.424 -0.301 -0.927
C 2.185857 -1.830690 -0.879197 0.022 0.047 0.413
C 3.011687 -3.072756 -1.170499 0.063 -0.254 -0.319
O 4.099978 -2.847194 -2.034114 -0.612 0.708 -0.583
C 5.313772 -2.228956 -1.487830 0.600 -1.137 1.261
O 5.733077 -2.845562 -0.418718 0.033 0.768 -0.154
C 5.174815 -0.675712 -1.288606 -0.413 -0.320 -0.363
F 4.419588 -0.108358 -2.278663 0.021 0.221 0.111
F 6.380094 -0.064861 -1.365590 -0.147 -0.179 0.107
F 4.620839 -0.285527 -0.120882 0.217 0.091 -0.059
H 2.049916 -1.225324 -1.777985 -0.012 -0.090 -0.031
H 1.207402 -2.112209 -0.486764 0.089 -0.256 -0.087
H 2.662155 -1.209927 -0.121238 -0.015 0.037 -0.075
H 2.363908 -3.776963 -1.706476 0.100 -0.039 -0.071
H 3.312066 -3.581595 -0.248929 0.231 0.211 0.057
H 5.975064 -2.271704 -2.378871 0.025 -0.043 -0.222
```
Forces are in eV/Å.

Its energy is -114151.0866 eV. Its total charge is 0. The molar mass is 537.036 g mol⁻¹. The orbital gap comes out at 1.5 eV.

No. 2
The following is a DFT calculation (wB97M-V/def2-TZVPD) of a molecular structure, C23H60B3N9O13P2S in a non-equilibrium geometry.

```
111
Properties=species:S:1:pos:R:3:forces:R:3
N -0.370307 -0.299760 -0.941204 -0.084 0.133 -0.037
C -0.915422 -0.838313 0.292904 0.067 -0.347 0.078
C -1.053004 -2.367428 0.321619 -0.359 0.053 -0.406
B -2.222142 -2.877610 -0.571790 0.590 0.616 -0.498
O -3.541548 -2.505634 -0.428056 0.272 -0.586 0.020
B -4.378571 -3.571557 -0.668305 -1.261 0.850 0.417
P -6.278812 -3.392819 -1.015229 -0.525 -1.129 -0.684
N -7.000983 -3.559107 0.552853 1.061 0.207 -0.280
O -6.513435 -1.800728 -1.347441 0.357 0.517 -0.085
O -3.883653 -4.866759 -0.697508 -0.006 -0.302 0.314
B -2.605928 -4.976619 -1.138249 0.176 -0.175 -0.680
P -1.682677 -6.670567 -1.096873 -1.310 -0.497 0.137
O -1.234581 -6.803162 0.455337 0.678 -0.033 -0.332
O -0.317012 -6.470880 -1.897612 0.603 -0.099 0.104
S -2.811346 -8.105451 -1.697867 0.226 -0.153 -0.113
O -1.980851 -3.848995 -1.567793 0.774 -0.024 0.731
H -0.944371 -0.543221 -1.738435 0.003 0.001 -0.077
H 0.559504 -0.663038 -1.103061 0.086 0.072 -0.045
H -0.280171 -0.516932 1.107492 0.158 0.192 0.191
H -1.899945 -0.417036 0.454257 -0.210 0.307 0.118
H -1.260347 -2.717973 1.331526 -0.132 0.050 0.333
H -0.141537 -2.865450 0.016293 0.398 0.019 -0.090
H -6.382166 -3.159241 1.252876 -0.268 0.145 0.237
H -6.990483 -4.561218 0.733020 -0.508 -0.048 0.021
H -6.364448 -1.643080 -2.296924 -0.257 -0.108 0.544
H -0.399775 -7.306236 0.473242 -0.351 0.167 0.448
H 0.174437 -7.308849 -1.962087 -0.213 0.248 -0.311
C -0.632765 4.731911 1.783090 -0.071 0.018 0.082
C -1.190694 3.410709 1.301633 -0.044 -0.100 -0.012
O -2.256989 2.974482 1.722737 0.005 0.053 0.046
N -0.466954 2.728711 0.392383 -0.071 0.210 0.085
C 0.811668 3.080994 -0.207194 -0.227 -0.466 -0.064
H -1.322964 5.154154 2.506869 -0.057 -0.047 0.005
H 0.337680 4.589294 2.260113 0.056 0.056 -0.081
H -0.523954 5.428090 0.951760 0.100 0.009 0.003
H -0.888268 1.856654 0.112464 0.150 -0.115 -0.136
H 0.695835 3.146564 -1.290819 0.083 0.126 0.004
H 1.533011 2.295163 0.023229 0.006 0.273 -0.092
H 1.179229 4.029599 0.163873 0.012 0.030 0.002
C 4.936448 0.464572 1.270346 -0.060 -0.055 -0.095
C 3.591228 0.745663 1.889569 -0.051 0.047 -0.031
O 2.581879 0.907982 1.218450 0.071 -0.243 0.049
N 3.535849 0.816114 3.242925 0.122 -0.029 0.009
C 4.620285 0.646284 4.194092 -0.327 0.078 0.029
H 4.823283 0.438798 0.190990 -0.094 0.042 -0.017
H 5.648322 1.248372 1.529058 0.081 -0.073 0.046
H 5.325404 -0.496292 1.608800 0.148 0.074 0.054
H 2.613030 1.010912 3.598295 -0.005 0.006 0.019
H 4.399047 -0.183119 4.867262 0.102 -0.023 0.016
H 4.738189 1.552380 4.790661 0.096 -0.017 0.014
H 5.553787 0.438312 3.683240 0.008 -0.030 -0.028
C 1.541377 7.307859 -0.302291 -0.011 -0.040 -0.024
C 2.892739 6.636318 -0.251407 0.034 -0.049 -0.032
O 3.066793 5.497382 -0.658026 0.006 0.023 -0.024
N 3.925637 7.350215 0.262569 -0.130 0.102 0.071
C 3.919020 8.707521 0.780060 0.334 -0.197 -0.057
H 0.829949 6.614964 -0.739854 0.032 -0.058 -0.029
H 1.203658 7.574251 0.699902 -0.007 0.091 -0.020
H 1.581593 8.205869 -0.919461 -0.022 0.055 0.066
H 4.796601 6.844518 0.264743 0.024 0.008 0.016
H 4.606209 9.327487 0.201924 -0.090 0.085 -0.021
H 4.241610 8.709946 1.822782 -0.080 0.069 0.026
H 2.926720 9.138686 0.719800 -0.039 -0.010 -0.018
C 6.892400 -4.258111 1.750588 0.001 0.026 0.038
C 7.239339 -2.874195 1.255333 0.031 0.042 0.003
O 7.364773 -1.927293 2.015387 -0.060 0.019 0.068
N 7.409045 -2.711879 -0.082124 -0.049 -0.137 0.011
C 7.301316 -3.708477 -1.132065 0.075 0.351 -0.008
H 6.791139 -4.220930 2.829852 0.014 0.067 0.028
H 5.949388 -4.596620 1.320136 0.038 -0.073 -0.040
H 7.679683 -4.968011 1.495908 -0.056 -0.056 -0.048
H 7.638898 -1.766585 -0.345023 0.010 0.008 -0.020
H 8.247590 -3.789569 -1.668723 -0.015 -0.102 -0.024
H 6.525723 -3.419702 -1.842886 -0.022 -0.099 -0.024
H 7.051369 -4.678678 -0.718605 -0.006 -0.018 0.035
C -7.975606 -10.866167 0.138503 -0.040 0.022 0.004
C -7.346459 -9.496795 0.024406 0.043 0.071 -0.005
O -7.980280 -8.475594 0.235039 -0.052 0.006 0.038
N -6.035490 -9.439371 -0.322642 -0.090 -0.119 0.028
C -5.120509 -10.528949 -0.605065 0.052 0.367 0.032
H -9.015609 -10.743264 0.421170 -0.020 0.071 0.008
H -7.930220 -11.392533 -0.815362 0.053 -0.072 0.034
H -7.471467 -11.460298 0.901341 0.027 -0.067 -0.061
H -5.675202 -8.498938 -0.383865 0.078 -0.010 -0.045
H -4.280492 -10.485162 0.089549 0.054 -0.126 -0.048
H -4.731510 -10.426988 -1.618804 0.035 -0.142 -0.004
H -5.604614 -11.494623 -0.508385 -0.107 0.020 0.017
C 5.875880 7.287967 -2.710911 -0.045 0.063 0.014
C 6.321231 8.726034 -2.826879 -0.059 0.049 -0.010
O 5.548911 9.656248 -2.662644 -0.026 -0.004 0.073
N 7.629143 8.957039 -3.118386 -0.003 -0.141 0.013
C 8.685415 7.988039 -3.343625 -0.011 0.363 -0.008
H 4.817360 7.272551 -2.475463 -0.026 0.026 0.011
H 6.034205 6.751942 -3.646834 0.074 -0.067 0.045
H 6.420019 6.785743 -1.909754 0.028 -0.114 -0.079
H 7.859350 9.936024 -3.179333 0.015 0.011 -0.011
H 9.486202 8.131118 -2.616169 0.029 -0.104 -0.004
H 9.102636 8.114800 -4.343854 0.028 -0.106 -0.008
H 8.306655 6.976751 -3.250335 -0.034 -0.020 0.006
C -8.575396 3.265241 0.274103 -0.041 0.034 -0.003
C -9.835736 2.441249 0.144782 -0.063 0.001 -0.001
O -10.932983 2.957029 0.005265 -0.005 0.043 -0.005
N -9.702616 1.090978 0.189121 0.185 0.112 0.026
C -8.487806 0.305926 0.346665 -0.478 -0.097 -0.015
H -8.845138 4.314522 0.219986 -0.074 0.010 -0.009
H -8.086274 3.076447 1.229982 0.089 -0.031 -0.045
H -7.880452 3.038168 -0.534726 0.075 -0.029 0.065
H -10.577419 0.599908 0.098169 -0.001 -0.031 -0.003
H -8.358308 -0.353647 -0.508367 0.142 -0.032 0.023
H -8.566351 -0.308691 1.245206 0.151 -0.023 0.004
H -7.615653 0.943690 0.432787 -0.002 0.057 -0.008
```
Forces are in eV/Å.

Its energy is -96306.8135 eV. Its energy relative to the best compared isomer or geometry (same formula, charge and spin) is 40.2 kJ/mol. Its total charge is 0. The molar mass is 797.234 g mol⁻¹. The orbital gap comes out at 8.1 eV.

No. 3
The following is a DFT calculation (wB97M-V/def2-TZVPD) of a molecular structure, C3H2I3N3O2 in a non-equilibrium geometry.

```
13
Properties=species:S:1:pos:R:3:forces:R:3
C -0.344091 -0.435236 0.734065 -0.080 0.296 -0.196
C -0.514606 0.628519 -0.324547 -0.220 -0.255 -0.320
C -2.458576 -0.429652 0.299990 -2.515 0.630 -0.411
N -1.442953 -0.950913 1.090976 0.517 -0.599 0.900
N -1.916300 0.553008 -0.532198 0.161 0.346 -0.024
N -0.035660 1.958045 0.260404 -0.485 -0.519 -0.241
O 1.154525 2.059340 0.376356 0.778 0.186 0.092
O -0.880861 2.755049 0.549602 -0.122 0.605 0.390
I -3.354904 -2.083092 -0.813851 0.091 0.151 0.100
I -4.354586 0.456194 1.520875 1.477 -0.654 -0.367
I -2.997732 1.898239 -1.566572 0.152 -0.272 -0.282
H 0.609073 -0.709769 1.146986 0.218 -0.038 0.174
H 0.083725 0.478485 -1.230430 0.028 0.122 0.185
```
Forces are in eV/Å.

Its energy is -36005.8312 eV. Its total charge is 0. The molar mass is 492.780 g mol⁻¹. The orbital gap comes out at 7.8 eV.

No. 4
The following is a DFT calculation (wB97M-V/def2-TZVPD) of a single C4H5N3O molecule in a non-equilibrium geometry.

```
13
Properties=species:S:1:pos:R:3:forces:R:3
H -0.528248 2.715441 -0.062283 1.639 -1.053 -0.149
N 0.220981 1.946370 -0.105044 -1.553 2.608 0.301
C -0.430200 0.884264 -0.039996 0.388 -3.306 -0.513
O -1.784978 0.681868 -0.017213 0.438 2.325 0.268
C -2.054529 -0.619566 0.006063 0.003 -3.454 0.205
C -0.923925 -1.365032 -0.070087 -2.284 2.256 0.248
N 0.095522 -0.448095 -0.095299 0.861 0.544 -0.074
N 1.381142 -0.951703 -0.138793 1.618 2.530 0.709
C 2.335666 -0.081606 0.088668 -1.950 -0.514 -0.753
H -3.065828 -0.952378 0.219801 0.248 0.362 -0.336
H -0.775663 -2.398942 -0.035394 0.275 -1.088 -0.001
H 3.344531 -0.405064 0.022464 0.585 -0.716 0.024
H 2.185525 0.994442 0.227109 -0.268 -0.494 0.070
```
Forces are in eV/Å.

Its energy is -10744.3525 eV. Its energy relative to the best compared isomer or geometry (same formula, charge and spin) is 314.8 kJ/mol. Its total charge is 0. The SMILES is [H]/N=c1\occn1N=C. The molar mass is 111.104 g mol⁻¹. The orbital gap comes out at 8.9 eV.

No. 5
The following is a DFT calculation (wB97M-V/def2-TZVPD) of a single C5H10N4 molecule in a non-equilibrium geometry.

```
19
Properties=species:S:1:pos:R:3:forces:R:3
C 2.848397 -1.271520 -0.301518 1.653 -0.235 1.483
N 2.285856 -0.027332 -0.562469 -2.014 1.032 -1.218
C 1.127168 0.269028 -0.131689 0.088 1.041 -0.179
C 0.238764 -0.398037 1.008147 1.423 -1.009 -1.573
C -1.119031 -0.582629 0.369051 -1.500 0.545 -0.657
N -1.630757 0.758286 -0.079667 1.600 -2.196 0.189
N -2.988678 1.023535 -0.134907 -0.772 0.368 -0.969
C -0.702100 1.490580 -0.724359 -2.469 2.943 -0.530
N 0.538937 1.425598 -0.796940 2.452 -2.042 1.254
H 2.153897 -1.910941 0.167490 -0.836 -1.387 0.356
H 3.318281 -1.773397 -1.162297 -0.130 0.519 0.262
H 3.573904 -1.049565 0.490501 0.659 -0.638 -0.282
H 0.672727 -1.381625 1.321732 -0.444 0.720 -0.445
H 0.249337 0.191860 1.899925 -0.168 0.766 0.379
H -0.979514 -1.265292 -0.506646 -0.319 0.469 0.475
H -1.943883 -0.952618 0.980390 0.452 -0.326 0.257
H -3.144973 1.834677 0.448365 -0.354 0.052 -0.068
H -3.366830 1.227852 -1.101312 0.900 -0.438 1.348
H -1.131502 2.391540 -1.183798 -0.220 -0.184 -0.084
```
Forces are in eV/Å.

Its energy is -11305.2003 eV. Its energy relative to the best compared isomer or geometry (same formula, charge and spin) is 258.4 kJ/mol. Its total charge is 0. The SMILES is C/N=C1\CCN(N)C=N1. The molar mass is 126.163 g mol⁻¹. The orbital gap comes out at 9.2 eV.

No. 6
The following is a DFT calculation (wB97M-V/def2-TZVPD) of 2 unconnected molecules or ions with the total composition C2H3FNO3 in a non-equilibrium geometry.

```
10
Properties=species:S:1:pos:R:3:forces:R:3
C -0.156731 0.885084 1.087039 -1.940 -1.609 -0.572
C 0.892063 0.388961 0.052979 1.980 -2.739 -1.590
N -0.762355 -1.438485 -0.973738 -3.256 -0.555 1.467
O 0.312214 1.310738 2.113007 1.709 1.086 1.780
O -1.387534 0.730495 0.835307 1.096 -0.055 -0.983
O 0.500276 -1.407643 -0.537430 2.293 4.034 0.870
F 0.948439 1.251668 -1.013090 -0.663 -0.654 -0.082
H 2.007188 0.080540 0.169813 -2.224 0.633 0.893
H -1.010036 -0.679623 -1.582903 0.639 0.578 -0.989
H -1.343525 -1.121735 -0.150984 0.366 -0.719 -0.795
```
Forces are in eV/Å.

Its energy is -12470.7900 eV. Its energy relative to the best compared isomer or geometry (same formula, charge and spin) is 117.4 kJ/mol. Its total charge is -1. The molar mass is 108.048 g mol⁻¹. The orbital gap comes out at 8.6 eV.

- What is the total charge in the first record?
  0

- Among the records above, which one has the lowest total charge?
  C2H3FNO3

- Look up the energy of the fourth one.
  -10744.3525 eV